(1)
Molecular formula: C4H8O3
Method: DFT, ωB97M-V with the def2-TZVPD basis set

## Properties
Electronic energy ... -382.792848 Ha
Gap between HOMO and LUMO ... 0.340 Eh
LUMO level ... 0.85 eV
Molar mass ... 104.10 g/mol
Energy above the lowest of the compared OMol25 structures with the same formula, charge and spin ... 451.5 kJ/mol

Each line ends with the Löwdin charge.
CARTESIAN COORDINATES (ANGSTROEM)
O: -2.106 -0.902 0.149  -0.082
O: 3.221 -0.110 0.446  -0.052
O: -0.350 0.414 -0.136  -0.046
H: 0.956 -0.724 1.485  0.128
H: 1.937 0.838 -0.915  0.124
H: -2.857 1.052 0.195  0.088
C: 0.914 0.121 0.758  -0.133
H: -2.670 0.314 -1.417  0.092
C: -0.809 -0.803 0.124  -0.210
H: 3.932 -0.108 -0.203  0.091
H: 0.912 1.040 1.321  0.120
C: -2.943 0.128 -0.376  -0.064
C: 2.002 -0.036 -0.258  -0.275
H: -3.948 -0.284 -0.313  0.091
H: 1.809 -0.939 -0.860  0.128

(2)
Molecular formula: C4H8O3
Method: DFT, ωB97M-V with the def2-TZVPD basis set

## Properties
Electronic energy ... -382.916020 Ha
SMILES ... C[C@@H](O)[C@@H](O)C=O
Gap between HOMO and LUMO ... 0.409 Eh
LUMO level ... 0.74 eV
Molar mass ... 104.10 g/mol
Energy above the lowest of the compared OMol25 structures with the same formula, charge and spin ... 128.1 kJ/mol

Each line ends with the Löwdin charge.
CARTESIAN COORDINATES (ANGSTROEM)
C: -0.863 -0.245 -0.265  -0.405
C: 0.107 -0.248 0.927  -0.332
O: 1.206 -1.074 0.651  -0.008
C: -0.226 0.301 -1.537  -0.030
H: -1.735 0.365 0.004  0.150
H: -0.579 -2.135 -0.453  0.097
O: -1.354 -1.556 -0.448  -0.018
H: 1.998 -0.527 0.801  0.096
H: 0.071 1.352 -1.424  0.085
H: -0.449 -0.642 1.794  0.166
H: -0.939 0.232 -2.362  0.085
O: 1.747 1.415 1.359  0.070
C: 0.570 1.142 1.281  -0.186
H: 0.665 -0.280 -1.795  0.088
H: -0.216 1.899 1.466  0.141

(3)
Molecular formula: C4H8O3
Method: DFT, ωB97M-V with the def2-TZVPD basis set

## Properties
Electronic energy ... -382.885393 Ha
SMILES ... C[C@@H](O)C=O.C=O
Gap between HOMO and LUMO ... 0.390 Eh
LUMO level ... 0.47 eV
Molar mass ... 104.10 g/mol
Energy above the lowest of the compared OMol25 structures with the same formula, charge and spin ... 208.5 kJ/mol

Each line ends with the Löwdin charge.
CARTESIAN COORDINATES (ANGSTROEM)
H: -1.098 1.762 -1.328  0.083
H: 0.960 0.277 -0.945  0.133
C: -1.731 0.916 -1.037  -0.040
O: 1.611 0.334 1.650  -0.006
H: -0.771 0.680 0.880  0.141
O: -1.866 -1.007 0.416  -0.016
C: -1.042 0.053 0.016  -0.428
C: 0.260 -0.477 -0.535  -0.240
H: -1.335 -1.813 0.303  0.087
O: 0.524 -1.660 -0.561  0.050
C: 2.693 -0.097 1.335  -0.109
H: 2.805 -0.891 0.573  0.086
H: -1.961 0.318 -1.925  0.089
H: -2.667 1.307 -0.632  0.084
H: 3.619 0.298 1.788  0.086

(4)
Molecular formula: C4H8O3
Method: DFT, ωB97M-V with the def2-TZVPD basis set

## Properties
Electronic energy ... -382.780935 Ha
Gap between HOMO and LUMO (alpha / beta) ... 0.288 / 0.286 Eh
LUMO level (alpha / beta) ... -0.65 / -0.66 eV
Molar mass ... 104.10 g/mol
Energy above the lowest of the compared OMol25 structures with the same formula, charge and spin ... 482.8 kJ/mol

Each line ends with the Löwdin charge.
CARTESIAN COORDINATES (ANGSTROEM)
O: 0.294 0.868 1.335  0.015
H: -2.017 -0.332 0.114  0.057
H: -0.993 -1.704 -0.243  0.118
H: -0.587 1.799 -1.026  0.128
H: 1.809 -1.064 -1.043  0.149
O: 2.238 -0.826 1.020  0.074
C: 1.511 -0.605 -0.108  0.103
C: 0.130 0.146 0.134  -0.498
H: 1.834 -0.317 1.826  0.177
C: -1.097 -0.733 0.342  0.005
C: 0.258 1.053 -1.121  -0.390
O: 1.417 1.631 -0.831  -0.175
H: 0.163 0.535 -2.154  0.137
H: -1.318 -0.998 1.301  0.048
H: 0.899 1.536 1.239  0.053

(5)
Molecular formula: C4H8O3
Method: DFT, ωB97M-V with the def2-TZVPD basis set

## Properties
Electronic energy ... -382.923236 Ha
SMILES ... CCOC(=O)CO
Gap between HOMO and LUMO ... 0.415 Eh
LUMO level ... 0.78 eV
Molar mass ... 104.10 g/mol
Energy above the lowest of the compared OMol25 structures with the same formula, charge and spin ... 109.2 kJ/mol

Each line ends with the Löwdin charge.
CARTESIAN COORDINATES (ANGSTROEM)
H: 2.064 1.090 -2.251  0.073
H: -0.298 1.024 -1.863  0.135
C: 1.725 0.293 -1.608  -0.068
C: -0.973 -1.172 1.493  -0.185
H: -1.218 -2.052 0.880  0.144
H: 0.592 1.778 -0.504  0.136
C: 0.437 0.850 -1.073  -0.232
O: -1.842 -0.976 2.549  -0.025
H: 2.496 0.069 -0.854  0.090
H: -2.074 -0.039 2.447  0.083
H: 0.081 -1.246 1.809  0.143
C: -0.922 0.057 0.655  -0.502
H: 1.540 -0.625 -2.177  0.086
O: -0.065 -0.200 -0.294  -0.005
O: -1.464 1.118 0.869  0.128

(6)
Molecular formula: C4H8O3
Method: DFT, ωB97M-V with the def2-TZVPD basis set

## Properties
Electronic energy ... -382.869971 Ha
SMILES ... C[C@@H](O)[C@@H](O)C=O
Gap between HOMO and LUMO ... 0.386 Eh
LUMO level ... 0.25 eV
Molar mass ... 104.10 g/mol
Energy above the lowest of the compared OMol25 structures with the same formula, charge and spin ... 249.0 kJ/mol

Each line ends with the Löwdin charge.
CARTESIAN COORDINATES (ANGSTROEM)
C: 0.754 -0.095 0.473  -0.328
O: 1.339 0.850 1.349  -0.104
H: 1.171 0.215 2.290  0.151
H: -1.487 -1.003 -1.024  0.077
H: 1.464 -0.909 0.236  0.161
H: -0.013 -1.442 -1.920  0.086
O: 0.029 -0.614 2.648  0.063
H: 0.958 0.806 -1.486  0.149
H: -1.082 -0.160 -2.517  0.088
C: 0.144 0.445 -0.834  -0.402
C: -0.316 -0.499 1.476  -0.116
C: -0.652 -0.606 -1.612  -0.036
H: -0.211 2.008 0.165  0.098
O: -0.722 1.503 -0.487  -0.025
H: -1.376 -0.502 1.245  0.139

(7)
Molecular formula: C4H8O3
Method: DFT, ωB97M-V with the def2-TZVPD basis set

## Properties
Electronic energy ... -382.899280 Ha
SMILES ... O=C(CO)CCO
Gap between HOMO and LUMO ... 0.396 Eh
LUMO level ... 0.64 eV
Molar mass ... 104.10 g/mol
Energy above the lowest of the compared OMol25 structures with the same formula, charge and spin ... 172.1 kJ/mol

Each line ends with the Löwdin charge.
CARTESIAN COORDINATES (ANGSTROEM)
C: 1.509 -0.082 0.974  -0.224
H: 2.668 -0.580 -0.444  0.137
O: 2.764 0.048 0.404  -0.085
C: 0.612 -0.688 -0.053  -0.385
H: 1.552 -0.753 1.849  0.141
C: -0.849 -0.694 0.169  -0.091
H: -2.489 0.193 -0.862  0.117
H: 1.127 0.898 1.295  0.139
O: -1.417 1.701 -0.119  -0.063
H: -0.993 0.519 -1.656  0.127
C: -1.439 0.413 -0.666  -0.282
O: 1.090 -1.143 -1.080  0.089
H: -1.742 2.312 -0.812  0.108
H: -1.275 -1.629 -0.207  0.138
H: -1.118 -0.516 1.208  0.133

(8)
Molecular formula: C4H8O3
Method: DFT, ωB97M-V with the def2-TZVPD basis set

## Properties
Electronic energy ... -382.855624 Ha
Gap between HOMO and LUMO ... 0.337 Eh
LUMO level ... 0.83 eV
Molar mass ... 104.10 g/mol
Energy above the lowest of the compared OMol25 structures with the same formula, charge and spin ... 286.7 kJ/mol

Each line ends with the Löwdin charge.
CARTESIAN COORDINATES (ANGSTROEM)
H: -0.330 -2.461 0.748  0.038
C: -0.247 1.192 0.502  -0.186
C: 0.761 0.339 0.305  -0.418
H: -0.553 1.482 1.510  0.124
H: 0.395 -0.176 -1.744  0.074
H: -1.821 1.823 -0.403  0.072
H: 0.272 -2.211 1.108  0.044
H: 1.337 0.400 2.129  0.106
O: 1.526 -0.130 1.343  -0.011
C: -2.314 -0.956 -0.707  0.034
C: 1.206 -0.206 -1.013  -0.029
O: -2.951 -0.042 -0.941  0.025
H: 1.530 -1.243 -0.876  0.077
H: 2.055 0.358 -1.413  0.090
O: -0.866 1.830 -0.549  -0.037

(9)
Molecular formula: C4H8O3
Method: DFT, ωB97M-V with the def2-TZVPD basis set

## Properties
Electronic energy ... -382.861173 Ha
Gap between HOMO and LUMO ... 0.333 Eh
LUMO level ... 0.67 eV
Molar mass ... 104.10 g/mol
Energy above the lowest of the compared OMol25 structures with the same formula, charge and spin ... 272.1 kJ/mol

Each line ends with the Löwdin charge.
CARTESIAN COORDINATES (ANGSTROEM)
H: -2.955 -1.510 -0.615  0.040
C: -1.510 0.017 -0.741  -0.348
H: 1.626 -0.957 -1.049  0.102
O: 1.951 1.461 -0.389  0.151
H: 1.772 2.365 -0.085  0.150
C: -2.302 -0.837 -0.078  0.000
C: 1.405 -0.812 0.005  0.030
C: 1.193 0.628 0.305  -0.492
O: -0.709 0.917 -0.175  -0.176
H: -0.218 1.082 1.255  0.144
H: -1.457 -0.027 -1.831  0.106
H: 0.518 -1.378 0.287  0.088
O: 0.806 1.020 1.503  0.046
H: 2.251 -1.156 0.606  0.108
H: -2.371 -0.813 1.003  0.051

(10)
Molecular formula: C4H8O3
Method: DFT, ωB97M-V with the def2-TZVPD basis set

## Properties
Electronic energy ... -382.816338 Ha
Gap between HOMO and LUMO ... 0.383 Eh
LUMO level ... 0.81 eV
Molar mass ... 104.10 g/mol
Energy above the lowest of the compared OMol25 structures with the same formula, charge and spin ... 389.8 kJ/mol

Each line ends with the Löwdin charge.
CARTESIAN COORDINATES (ANGSTROEM)
O: -2.088 1.463 1.377  -0.089
H: -1.841 -0.557 0.996  0.103
H: 0.181 1.684 0.362  0.113
C: 1.593 -0.392 -1.687  -0.072
C: 0.558 -1.572 0.659  -0.017
O: 0.859 -2.472 0.011  0.055
C: -1.229 0.327 1.223  -0.272
O: 1.044 -0.005 -0.389  -0.320
H: -0.870 0.859 -0.852  0.118
H: -0.697 0.138 2.161  0.099
H: 0.901 -0.926 -2.353  0.088
H: 2.023 0.468 -2.210  0.084
H: 2.430 -1.097 -1.505  0.093
H: -2.623 1.338 2.179  0.094
C: -0.241 0.743 0.027  -0.078

(11)
Molecular formula: C4H8O3S
Method: DFT, ωB97M-V with the def2-TZVPD basis set

## Properties
Electronic energy ... -780.993953 Ha
SMILES ... CS(=O)(=O)C1(O)CC1
Gap between HOMO and LUMO ... 0.366 Eh
LUMO level ... 0.44 eV
Molar mass ... 136.17 g/mol
Energy above the lowest of the compared OMol25 structures with the same formula, charge and spin ... 365.7 kJ/mol

Each line ends with the Löwdin charge.
CARTESIAN COORDINATES (ANGSTROEM)
H: -0.455 2.199 0.826  0.076
S: -0.952 -0.138 -0.944  0.735
H: 1.501 1.289 -0.184  0.117
H: 0.250 1.600 2.546  0.119
H: 0.053 -2.328 -1.334  0.028
O: -2.361 -0.459 -0.744  -0.364
C: -0.063 -1.444 -1.869  -0.135
H: -0.547 -1.792 -2.781  0.072
H: 0.982 -1.188 -2.067  0.070
H: 2.251 0.734 1.225  0.119
O: -0.668 1.117 -1.619  -0.370
C: -0.033 0.165 1.025  -0.442
C: 0.035 1.587 1.491  -0.021
C: 1.226 0.857 0.826  -0.128
H: -1.084 -1.227 1.773  0.117
O: -0.135 -0.973 1.831  0.006

(12)
Molecular formula: C4H8O4
Method: DFT, ωB97M-V with the def2-TZVPD basis set

## Properties
Electronic energy ... -458.075090 Ha
SMILES ... CC(=O)O.CC(=O)O
Gap between HOMO and LUMO ... 0.394 Eh
LUMO level ... 0.46 eV
Molar mass ... 120.10 g/mol
Energy above the lowest of the compared OMol25 structures with the same formula, charge and spin ... 415.0 kJ/mol

Each line ends with the Löwdin charge.
CARTESIAN COORDINATES (ANGSTROEM)
H: 0.605 -1.636 0.498  0.150
C: -1.082 0.725 1.149  -0.031
H: 0.156 1.301 -0.399  0.095
H: 2.045 1.531 -0.996  0.095
H: -1.924 -1.507 -1.090  0.175
O: -1.768 -1.192 -0.134  0.067
H: -0.957 1.866 1.124  0.138
C: 1.496 -0.203 -0.042  -0.554
H: 1.630 1.957 0.681  0.137
C: -1.323 0.088 -0.133  -0.629
O: 2.535 -0.720 -0.321  0.138
C: 1.355 1.248 -0.196  0.000
O: 0.453 -0.710 0.670  -0.021
H: -0.228 0.276 1.585  0.060
H: -1.979 0.584 1.734  0.106
O: -1.472 0.682 -1.191  0.073